# C22H17Cl2F3N4O3

An isolated molecule of C22H17Cl2F3N4O3 (wB97M-V/def2-TZVPD, the Open Molecules 2025 dataset).

Geometry as XYZ:
```
51
Properties=species:S:1:pos:R:3:mulliken_charge:R:1
C -2.8954 -0.5951 2.7732 -0.91
N -3.1284 -0.1899 1.4152 0.08
C -4.3328 -0.1230 0.8357 -0.23
C -4.1838 0.3044 -0.4782 0.34
C -5.2179 0.5406 -1.4741 0.07
O -5.0176 1.1243 -2.5188 -0.59
C -6.5927 0.0598 -1.1088 0.39
C -7.6424 0.9726 -1.1359 -0.53
C -8.9308 0.5976 -0.8076 -0.77
C -9.1814 -0.7232 -0.4663 0.41
Cl -10.7804 -1.2139 -0.0505 -0.21
C -8.1632 -1.6636 -0.4647 -0.74
C -6.8751 -1.2652 -0.7852 0.67
Cl -5.6344 -2.4666 -0.8331 -0.17
C -2.8009 0.5128 -0.6719 -1.21
C -2.1657 0.1967 0.5109 0.50
C -0.7344 0.1983 0.8435 0.62
O -0.2881 -0.3704 1.8419 -0.82
N 0.0098 0.8918 -0.0467 0.41
N 1.3505 1.1838 -0.1359 -1.25
C 2.2968 0.5036 0.3936 -0.09
N 2.2419 -0.6448 1.0906 -0.29
C 3.6738 1.0889 0.1525 -0.17
O 4.6141 0.0365 0.0982 -0.29
C 5.9032 0.3259 -0.1969 0.63
C 6.4169 1.6071 -0.3782 -0.50
C 7.7598 1.7807 -0.6695 -0.71
C 8.6094 0.6975 -0.7861 -0.84
C 8.0916 -0.5803 -0.6080 0.26
C 9.0100 -1.7652 -0.7029 0.90
F 8.3732 -2.9045 -1.0090 -0.27
F 9.9694 -1.6046 -1.6280 -0.27
F 9.6527 -1.9981 0.4605 -0.25
C 6.7557 -0.7742 -0.3110 -0.48
H -3.8523 -0.7506 3.2682 0.34
H -2.3148 -1.5180 2.7986 0.28
H -2.3267 0.1682 3.3049 0.32
H -5.2292 -0.3622 1.3746 0.46
H -7.4288 1.9920 -1.4192 0.45
H -9.7346 1.3159 -0.8229 0.43
H -8.3683 -2.6942 -0.2238 0.45
H -2.3642 0.8229 -1.6001 0.46
H -0.4897 1.4024 -0.7621 0.27
H 3.0968 -0.9910 1.4918 0.22
H 1.3504 -0.8793 1.5324 0.21
H 3.6529 1.6608 -0.7807 0.41
H 3.9128 1.7722 0.9814 0.33
H 5.7815 2.4740 -0.2942 0.43
H 8.1453 2.7790 -0.8064 0.38
H 9.6539 0.8324 -1.0167 0.42
H 6.3517 -1.7645 -0.1744 0.46
```

Its structure (SMILES) is Cn1cc(C(=O)c2ccc(Cl)cc2Cl)cc1C(=O)N/N=C(\N)COc1cccc(C(F)(F)F)c1. Its molecular weight is 513.30 Da. As for the spin multiplicity: 1. Its LUMO energy is 0.144 eV. The calculation puts the gap between HOMO and LUMO at 8.58 eV.

=====

# C4H8N2

An isolated molecule of C4H8N2 at a distorted geometry (wB97M-V/def2-TZVPD, the Open Molecules 2025 dataset).

Geometry as XYZ:
```
14
Properties=species:S:1:pos:R:3:mulliken_charge:R:1
C 1.7545 -0.1631 0.0899 -0.95
N 0.6570 -0.0967 -0.6897 0.03
C -0.1758 0.9919 0.0236 -0.49
C -1.6208 0.3731 -0.1263 -0.29
C -1.1929 -1.0461 0.1680 -0.20
N -0.0633 -1.2153 -0.3760 -0.45
H 1.6121 -0.4018 1.2775 0.32
H 2.2872 -1.1142 -0.1626 0.29
H 2.5407 0.5072 -0.1387 0.35
H 0.0514 1.9143 -0.7509 0.23
H 0.3828 1.0060 1.0011 0.34
H -2.1304 0.4049 -1.1236 0.23
H -2.3248 1.0276 0.4790 0.29
H -1.7774 -2.1878 0.3286 0.28
```

Its structure (SMILES) is CN1CCC=N1. Its molecular weight is 84.12 Da. As for the spin multiplicity: 1. Its LUMO energy is 1.134 eV. The value obtained for the energy above the lowest of the compared OMol25 structures with the same formula, charge and spin is 408.9 kJ/mol. The calculation puts the gap between HOMO and LUMO at 10.43 eV.

=====

# C11H13N

An isolated molecule of C11H13N at a distorted geometry (wB97M-V/def2-TZVPD, the Open Molecules 2025 dataset).

Geometry as XYZ:
```
25
Properties=species:S:1:pos:R:3:mulliken_charge:R:1
N 1.3474 1.7153 -1.1078 -0.67
C 1.9743 0.6857 -0.2787 0.24
C 1.8240 -0.7999 -0.9368 -1.26
C 0.8481 -1.5251 0.0299 -0.36
C 1.3404 -0.9866 1.4285 -0.85
C 1.0698 0.5070 0.9813 -0.44
C -0.3296 0.3958 0.5150 0.61
C -1.4341 1.1969 0.7718 -0.89
C -2.7055 0.8360 0.1900 -0.56
C -2.8365 -0.3780 -0.5162 -0.45
C -1.7287 -1.1820 -0.6894 -0.63
C -0.4764 -0.8213 -0.1100 0.34
H 1.9973 1.9412 -1.8369 0.26
H 1.3276 2.6138 -0.5606 0.23
H 3.0703 1.0023 -0.0562 0.37
H 2.7841 -1.2158 -1.2056 0.31
H 1.4284 -0.6205 -1.9364 0.49
H 0.8041 -2.5854 -0.0685 0.63
H 2.3669 -1.4254 1.7270 0.31
H 0.6204 -1.2778 2.1883 0.39
H 1.2965 1.2596 1.7866 0.44
H -1.2333 2.0925 1.3544 0.44
H -3.4967 1.5399 0.2939 0.42
H -3.7246 -0.7180 -1.0629 0.36
H -1.9479 -2.1846 -1.1797 0.30
```

Its structure (SMILES) is N[C@@H]1C[C@H]2C[C@@H]1c1ccccc12. Its molecular weight is 159.23 Da. As for the spin multiplicity: 1. Its LUMO energy is 1.018 eV. The value obtained for the energy above the lowest of the compared OMol25 structures with the same formula, charge and spin is 105.9 kJ/mol. The calculation puts the gap between HOMO and LUMO at 9.54 eV.

=====

# C10H12N4O4S2

An isolated molecule of C10H12N4O4S2 at a distorted geometry (wB97M-V/def2-TZVPD, the Open Molecules 2025 dataset).

Geometry as XYZ:
```
32
Properties=species:S:1:pos:R:3:mulliken_charge:R:1
C -4.2061 -0.5004 0.2935 -1.20
C -2.9412 -1.2724 0.5866 -0.46
S -1.6634 -0.1114 1.1136 1.28
O -0.4385 -0.7782 1.4836 -0.58
O -2.1937 0.7915 2.0986 -0.69
C -1.2957 0.9431 -0.2952 0.09
N -2.1377 1.5010 -1.1279 -0.11
N -1.4247 2.3249 -1.8876 -0.79
N -0.2078 2.3242 -1.5581 -0.39
N -0.0654 1.4598 -0.5428 1.01
C 1.1570 1.1548 0.0711 0.36
C 1.9362 2.1816 0.5907 -0.59
C 3.1170 1.8767 1.2450 -0.52
C 3.5159 0.5569 1.3893 -0.77
C 2.7502 -0.4607 0.8433 -0.68
C 1.5764 -0.1631 0.1802 0.33
S 0.7571 -1.5233 -0.6693 1.36
C 1.7958 -1.5897 -2.1658 -1.19
O -0.5656 -1.1771 -1.1393 -0.72
O 0.9319 -2.7582 0.0262 -0.69
H -4.4921 0.0763 1.1698 0.30
H -4.0396 0.1865 -0.5326 0.39
H -5.0149 -1.1798 0.0346 0.39
H -2.5285 -1.7789 -0.2792 0.31
H -3.0471 -1.9654 1.4184 0.49
H 1.6024 3.2019 0.4829 0.52
H 3.7181 2.6728 1.6561 0.40
H 4.4248 0.3209 1.9205 0.42
H 3.0314 -1.4974 0.9378 0.51
H 1.7091 -0.6402 -2.6788 0.39
H 2.8188 -1.7869 -1.8735 0.41
H 1.4199 -2.3898 -2.7914 0.41
```

Its structure (SMILES) is CCS(=O)(=O)c1nnnn1-c1ccccc1S(C)(=O)=O. Its molecular weight is 316.36 Da. As for the spin multiplicity: 1. Its LUMO energy is 0.064 eV. The calculation puts the gap between HOMO and LUMO at 10.15 eV.

=====

# C2H2BrI

A cluster of 2 separate species, C2H2BrI in total at a distorted geometry (wB97M-V/def2-TZVPD, the Open Molecules 2025 dataset).

Geometry as XYZ:
```
6
Properties=species:S:1:pos:R:3:mulliken_charge:R:1
C -1.2710 0.0620 -0.1959 0.03
C -2.4540 -0.1355 0.0256 -0.25
Br -4.1457 -0.1469 0.5124 0.01
H -0.1431 -0.0647 -0.1693 0.21
I 3.4180 -0.1081 0.3655 -0.08
H 4.5959 0.3932 -0.5384 0.10
```

Its structure (SMILES) is C#CBr.I. Its molecular weight is 232.85 Da. As for the spin multiplicity: 1. Its LUMO energy is 0.543 eV. The value obtained for the energy above the lowest of the compared OMol25 structures with the same formula, charge and spin is 145.7 kJ/mol. The calculation puts the gap between HOMO and LUMO at 10.42 eV.

=====

# C34H22IN9O2Tl

A structure of composition C34H22IN9O2Tl at a distorted geometry (wB97M-V/def2-TZVPD, the Open Molecules 2025 dataset).

Geometry as XYZ:
```
69
Properties=species:S:1:pos:R:3:mulliken_charge:R:1
Tl -0.7877 -0.9674 -0.5422 0.83
C 4.5287 -4.8597 0.6703 -0.42
C 4.7830 -4.5916 -0.7104 -0.53
C 4.6453 -3.2895 -1.2425 -0.31
C 3.9546 -2.3715 -0.4374 0.18
C 3.3217 -1.1062 -0.6404 -0.11
N 3.2046 -0.5233 -1.8632 -0.47
C 2.6092 0.6346 -2.1114 0.22
C 2.6134 1.2273 -3.4901 -0.12
C 3.1567 0.7444 -4.6665 -0.55
C 2.5939 1.2158 -5.8684 -0.46
C 1.5674 2.1858 -5.8481 -0.39
C 1.1509 2.8034 -4.6379 -0.47
C 1.6178 2.2115 -3.4848 0.61
C 1.0913 2.2328 -2.1106 -0.10
N -0.0360 2.8691 -1.8043 -0.50
C -0.6209 2.8755 -0.5829 0.07
N -0.2698 2.1208 0.4970 -0.20
C -1.1468 2.3395 1.5229 -0.18
N -1.0438 1.6847 2.6902 -0.55
C -0.1120 0.8401 3.0718 -0.01
N 0.7948 0.1897 2.2871 -0.26
C 1.5358 -0.7158 3.0681 -0.15
N 2.4534 -1.5581 2.7071 -0.61
C 2.9664 -1.5771 1.4649 -0.14
N 2.7637 -0.6264 0.5165 -0.26
C 3.7626 -2.6883 0.9466 0.54
C 4.1133 -3.8808 1.5501 -0.62
C 1.1053 -0.5400 4.4730 0.16
C 1.4599 -1.1699 5.6648 -0.08
C 0.8002 -0.7861 6.8173 -0.59
C -0.2195 0.1559 6.7940 -0.49
C -0.5697 0.7899 5.6302 -0.14
C 0.1007 0.4333 4.4895 0.10
C -2.1740 3.2810 1.1107 0.29
C -3.3266 3.7865 1.7158 -0.32
C -4.2607 4.4053 0.9078 -0.49
C -3.9997 4.6740 -0.4689 -0.57
C -2.7029 4.3877 -1.0325 -0.41
C -1.8504 3.6173 -0.2275 0.20
N 1.7997 1.3642 -1.3150 -0.26
H 4.7661 -5.8124 1.0717 0.39
H 5.1335 -5.4258 -1.3271 0.34
H 5.0161 -3.0702 -2.2176 0.50
H 3.9765 0.0635 -4.6032 0.47
H 2.9123 0.7999 -6.8258 0.34
H 1.1634 2.4324 -6.8204 0.35
H 0.4951 3.6403 -4.6097 0.49
H 3.9949 -4.0868 2.6077 0.46
H 2.2268 -1.9333 5.6357 0.49
H 1.1567 -1.2367 7.7501 0.34
H -0.7094 0.4177 7.7142 0.38
H -1.4302 1.4515 5.5837 0.48
H -3.3288 3.7985 2.8024 0.37
H -5.2281 4.7486 1.2670 0.37
H -4.8420 5.0554 -1.0344 0.38
H -2.3986 4.8686 -1.9664 0.42
N -6.0485 -2.1847 -0.7306 -0.49
C -4.9693 -1.7885 -1.4763 0.55
O -3.8052 -1.8685 -1.0682 -0.52
C -5.3108 -1.4540 -2.9208 -0.91
I -4.3036 -2.5473 -4.5089 0.06
H -5.7659 -2.3799 0.2227 0.30
H -6.9418 -1.6488 -0.6785 0.25
H -4.9179 -0.4247 -3.2063 0.34
H -6.4039 -1.6703 -3.1153 0.38
O -1.7976 -3.6401 -0.7081 -0.60
H -2.5072 -3.4027 -1.3458 0.33
H -1.5064 -4.5202 -1.0024 0.29
```

Its molecular weight is 919.90 Da. As for the spin multiplicity: 1. Its total charge is -1. Its LUMO energy (alpha / beta) is 0.800 / 0.800 eV. The value obtained for the energy above the lowest of the compared OMol25 structures with the same formula, charge and spin is 142.0 kJ/mol. The calculation puts the gap between HOMO and LUMO (alpha / beta) at 3.71 / 3.68 eV.

=====

# C2HBrI2

A cluster of 2 separate species, C2HBrI2 in total at a distorted geometry (wB97M-V/def2-TZVPD, the Open Molecules 2025 dataset).

Geometry as XYZ:
```
6
Properties=species:S:1:pos:R:3:mulliken_charge:R:1
C 0.1778 -1.3359 -0.1826 -0.25
C -0.4200 1.1636 0.1494 -0.27
Br -0.4941 -2.5520 -1.2689 0.04
I 0.6450 1.7716 1.8633 0.08
I 0.0371 2.5359 -1.3309 0.13
H 0.0542 -1.5833 0.7697 0.28
```

Its molecular weight is 358.74 Da. As for the spin multiplicity: 1. Its LUMO energy (alpha / beta) is -1.441 / -1.627 eV. The value obtained for the energy above the lowest of the compared OMol25 structures with the same formula, charge and spin is 619.1 kJ/mol. The calculation puts the gap between HOMO and LUMO (alpha / beta) at 6.90 / 6.91 eV.

=====

What did the fourth record say?
# C10H12N4O4S2

An isolated molecule of C10H12N4O4S2 at a distorted geometry (wB97M-V/def2-TZVPD, the Open Molecules 2025 dataset).

Geometry as XYZ:
```
32
Properties=species:S:1:pos:R:3:mulliken_charge:R:1
C -4.2061 -0.5004 0.2935 -1.20
C -2.9412 -1.2724 0.5866 -0.46
S -1.6634 -0.1114 1.1136 1.28
O -0.4385 -0.7782 1.4836 -0.58
O -2.1937 0.7915 2.0986 -0.69
C -1.2957 0.9431 -0.2952 0.09
N -2.1377 1.5010 -1.1279 -0.11
N -1.4247 2.3249 -1.8876 -0.79
N -0.2078 2.3242 -1.5581 -0.39
N -0.0654 1.4598 -0.5428 1.01
C 1.1570 1.1548 0.0711 0.36
C 1.9362 2.1816 0.5907 -0.59
C 3.1170 1.8767 1.2450 -0.52
C 3.5159 0.5569 1.3893 -0.77
C 2.7502 -0.4607 0.8433 -0.68
C 1.5764 -0.1631 0.1802 0.33
S 0.7571 -1.5233 -0.6693 1.36
C 1.7958 -1.5897 -2.1658 -1.19
O -0.5656 -1.1771 -1.1393 -0.72
O 0.9319 -2.7582 0.0262 -0.69
H -4.4921 0.0763 1.1698 0.30
H -4.0396 0.1865 -0.5326 0.39
H -5.0149 -1.1798 0.0346 0.39
H -2.5285 -1.7789 -0.2792 0.31
H -3.0471 -1.9654 1.4184 0.49
H 1.6024 3.2019 0.4829 0.52
H 3.7181 2.6728 1.6561 0.40
H 4.4248 0.3209 1.9205 0.42
H 3.0314 -1.4974 0.9378 0.51
H 1.7091 -0.6402 -2.6788 0.39
H 2.8188 -1.7869 -1.8735 0.41
H 1.4199 -2.3898 -2.7914 0.41
```

Its structure (SMILES) is CCS(=O)(=O)c1nnnn1-c1ccccc1S(C)(=O)=O. Its molecular weight is 316.36 Da. As for the spin multiplicity: 1. Its LUMO energy is 0.064 eV. The calculation puts the gap between HOMO and LUMO at 10.15 eV.

=====

Copy entry 2 word for word.
# C4H8N2

An isolated molecule of C4H8N2 at a distorted geometry (wB97M-V/def2-TZVPD, the Open Molecules 2025 dataset).

Geometry as XYZ:
```
14
Properties=species:S:1:pos:R:3:mulliken_charge:R:1
C 1.7545 -0.1631 0.0899 -0.95
N 0.6570 -0.0967 -0.6897 0.03
C -0.1758 0.9919 0.0236 -0.49
C -1.6208 0.3731 -0.1263 -0.29
C -1.1929 -1.0461 0.1680 -0.20
N -0.0633 -1.2153 -0.3760 -0.45
H 1.6121 -0.4018 1.2775 0.32
H 2.2872 -1.1142 -0.1626 0.29
H 2.5407 0.5072 -0.1387 0.35
H 0.0514 1.9143 -0.7509 0.23
H 0.3828 1.0060 1.0011 0.34
H -2.1304 0.4049 -1.1236 0.23
H -2.3248 1.0276 0.4790 0.29
H -1.7774 -2.1878 0.3286 0.28
```

Its structure (SMILES) is CN1CCC=N1. Its molecular weight is 84.12 Da. As for the spin multiplicity: 1. Its LUMO energy is 1.134 eV. The value obtained for the energy above the lowest of the compared OMol25 structures with the same formula, charge and spin is 408.9 kJ/mol. The calculation puts the gap between HOMO and LUMO at 10.43 eV.

=====

Which value of molecular weight does entry 3 give? 159.23 Da